# 1
101
Properties=species:S:1:pos:R:3:mulliken_charge:R:1 method="wB97M-V/def2-TZVPD" charge=-2 e_lumo_ev=3.936 largest_force_ev_per_a=0.90 mol_weight_g_mol=988.2 e_tot_ev=-190317.93175 homo_ev=-1.70 orbital_gap_ev=5.63 e_above_lowest_ev=2.310
Rb 1.84 0.84 0.70 1.27
O -0.55 -1.40 1.22 0.47
C -0.51 -2.47 1.89 0.42
C -1.51 -3.49 1.72 -0.24
C -1.50 -4.70 2.38 -0.69
C -0.49 -5.01 3.28 -0.89
C 0.49 -4.06 3.49 -0.52
C 0.51 -2.81 2.86 0.72
C 1.61 -1.95 3.27 -1.05
N 1.70 -0.68 3.15 0.37
N 2.90 -0.18 3.70 -0.75
C 2.90 1.12 3.84 -0.27
O 1.99 1.96 3.54 -0.67
C 4.18 1.66 4.43 0.41
C 5.18 0.83 4.92 -0.28
C 6.33 1.35 5.48 -0.56
C 6.52 2.73 5.54 -0.34
C 5.53 3.57 5.04 -0.65
C 4.37 3.04 4.49 -0.25
H -2.31 -3.29 1.01 -0.26
H -2.30 -5.41 2.18 0.39
H -0.46 -5.97 3.79 0.32
H 1.30 -4.27 4.18 0.32
H 2.43 -2.46 3.79 0.13
H 5.02 -0.24 4.86 0.40
H 7.10 0.69 5.86 0.36
H 7.42 3.14 5.97 0.35
H 5.67 4.65 5.08 0.37
H 3.60 3.68 4.09 0.32
C -2.28 -2.34 -1.92 -0.03
C -2.93 -0.97 -2.02 -1.85
As -2.04 0.43 -0.90 1.70
C -3.32 0.42 0.59 -0.73
C -3.68 -0.77 1.21 0.28
C -4.48 -0.77 2.34 -0.58
C -4.93 0.42 2.88 -0.53
C -4.56 1.62 2.29 -0.70
C -3.76 1.62 1.15 0.09
C -2.88 1.91 -1.91 -0.02
C -4.25 2.03 -2.10 -0.23
C -4.77 3.04 -2.90 -0.62
C -3.92 3.94 -3.53 -0.47
C -2.55 3.83 -3.34 -1.06
C -2.03 2.82 -2.54 -0.33
As -0.32 -2.51 -2.33 0.51
C 0.11 -0.82 -3.22 -0.33
C 1.22 -0.14 -2.73 -0.54
C 1.61 1.08 -3.26 -0.53
C 0.89 1.62 -4.31 -0.45
C -0.20 0.94 -4.84 -0.77
C -0.59 -0.27 -4.30 0.02
C -0.51 -3.63 -3.95 0.11
C -1.27 -4.80 -3.88 -0.53
C -1.34 -5.67 -4.96 -0.58
C -0.64 -5.40 -6.12 -0.37
C 0.14 -4.25 -6.19 -0.58
C 0.20 -3.38 -5.12 -0.35
H -2.80 -3.07 -2.55 0.74
H -2.35 -2.70 -0.89 -0.37
H -3.98 -1.03 -1.73 0.83
H -2.90 -0.59 -3.04 0.54
H -3.30 -1.71 0.83 -0.10
H -4.73 -1.72 2.81 0.45
H -5.54 0.42 3.78 0.35
H -4.88 2.56 2.72 0.36
H -3.47 2.56 0.71 0.29
H -4.92 1.34 -1.61 0.34
H -5.85 3.12 -3.03 0.39
H -4.33 4.73 -4.15 0.35
H -1.88 4.53 -3.82 0.43
H -0.97 2.75 -2.39 0.37
H 1.80 -0.57 -1.92 0.77
H 2.47 1.58 -2.84 0.41
H 1.18 2.58 -4.73 0.36
H -0.77 1.37 -5.66 0.38
H -1.43 -0.80 -4.72 0.57
H -1.80 -5.04 -2.97 0.36
H -1.93 -6.57 -4.88 0.36
H -0.69 -6.08 -6.96 0.34
H 0.70 -4.03 -7.09 0.37
H 0.82 -2.49 -5.19 0.38
N -1.10 0.62 3.29 -0.54
N -0.93 2.00 3.48 0.15
C -0.41 2.85 2.60 0.10
N 0.15 3.97 3.14 -0.64
N -0.46 2.46 1.32 0.47
N 0.05 3.29 0.39 0.40
O 0.17 4.51 0.56 -0.83
O 0.36 2.76 -0.67 -0.45
H -1.66 0.46 2.47 0.32
H -0.17 0.21 3.11 0.19
H -0.81 2.26 4.45 0.35
H 0.89 3.66 3.78 0.29
H 0.49 4.61 2.44 0.39
C 6.15 0.72 -1.97 -0.63
O 5.25 -0.34 -1.75 -0.13
C 4.21 -0.11 -0.78 -0.49
O 4.26 1.01 -0.28 -0.60
H 6.84 0.40 -2.75 0.23
H 6.71 0.98 -1.07 0.21
H 5.63 1.64 -2.29 0.22

---

# 2
13
Properties=species:S:1:pos:R:3:mulliken_charge:R:1 method="wB97M-V/def2-TZVPD" charge=+1 e_lumo_ev=-5.228 largest_force_ev_per_a=5.29 mol_weight_g_mol=74.1 e_tot_ev=-6767.86828 homo_ev=-14.48 orbital_gap_ev=9.25 e_above_lowest_ev=3.301
C -0.43 -0.74 -1.11 -0.02
C 0.93 -0.71 -1.23 -0.50
C -2.00 0.40 0.45 -0.13
N -0.83 -0.01 0.28 0.08
H -1.20 -0.97 -1.84 0.42
H 1.67 -0.35 -0.52 0.19
H 1.21 -0.39 -2.24 0.27
H -2.50 0.45 1.36 0.33
H -2.73 0.74 -0.54 0.24
H 0.04 0.08 0.88 0.21
H 1.82 -0.05 2.02 0.33
H 2.42 0.95 1.09 0.30
O 1.60 0.61 1.39 -0.70

---

# 3
117
Properties=species:S:1:pos:R:3:mulliken_charge:R:1 method="wB97M-V/def2-TZVPD" e_lumo_ev=-0.584 largest_force_ev_per_a=0.97 mol_weight_g_mol=1246.1 e_tot_ev=-225267.68840 homo_ev=-6.46 orbital_gap_ev=5.88 e_above_lowest_ev=4.083
Pb -0.17 0.21 0.07 1.63
O -1.78 3.99 2.29 -0.64
C -0.68 4.75 2.17 0.21
C -0.53 5.82 3.06 -0.72
C 0.58 6.63 3.01 -0.30
C 1.58 6.41 2.06 -0.88
C 1.44 5.37 1.17 -0.19
C 0.33 4.52 1.21 -0.05
C 0.25 3.35 0.31 0.39
O -0.74 2.55 0.43 0.22
N 1.23 3.22 -0.60 -1.05
N 1.08 2.08 -1.25 0.61
C 1.64 1.82 -2.38 -1.22
C 1.08 0.66 -3.08 0.57
C 1.44 0.18 -4.34 -0.84
C 0.64 -0.79 -4.94 -0.61
C -0.55 -1.20 -4.35 -0.59
C -0.83 -0.63 -3.12 -0.11
N -0.01 0.17 -2.49 0.21
H -1.68 3.24 1.66 0.06
H -1.30 5.96 3.81 0.45
H 0.68 7.45 3.71 0.41
H 2.45 7.04 2.03 0.40
H 2.20 5.17 0.42 0.48
H 2.33 2.49 -2.89 0.42
H 2.32 0.56 -4.84 0.49
H 0.93 -1.21 -5.89 0.42
H -1.24 -1.90 -4.80 0.54
H -2.57 0.18 -2.99 0.39
C 4.34 -2.16 0.92 -1.66
C 2.98 -2.46 0.34 0.83
C 1.95 -2.92 1.16 -0.35
C 0.69 -3.19 0.64 -0.49
C 0.44 -3.00 -0.71 -0.24
C 1.46 -2.56 -1.54 -0.29
C 2.72 -2.29 -1.01 -0.59
H 4.40 -2.48 1.96 0.32
H 4.54 -1.09 0.88 0.24
H 5.12 -2.66 0.35 0.50
H 2.13 -3.09 2.21 0.35
H -0.09 -3.55 1.29 0.41
H -0.54 -3.23 -1.13 0.16
H 1.29 -2.44 -2.60 0.57
H 3.51 -1.95 -1.67 0.42
Se -5.10 -3.95 -3.67 -0.36
P -5.17 -2.92 -1.85 -0.02
C -5.18 -4.09 -0.47 0.69
C -6.30 -4.48 0.25 -0.11
C -6.21 -5.52 1.17 -0.70
C -5.00 -6.17 1.37 -0.56
C -3.88 -5.79 0.65 -0.73
C -3.97 -4.76 -0.28 -0.50
C -6.61 -1.81 -1.73 0.75
C -7.88 -2.38 -1.80 -0.54
C -9.00 -1.58 -1.67 -0.88
C -8.87 -0.21 -1.52 -0.64
C -7.61 0.37 -1.52 -0.36
C -6.48 -0.43 -1.63 -0.43
C -3.73 -1.85 -1.57 0.50
C -3.28 -0.99 -0.58 -0.11
N -2.12 -0.33 -1.08 -0.30
N -2.15 -0.64 -2.47 1.08
N -2.99 -1.76 -2.70 -0.94
P -3.79 -0.27 0.95 0.22
Se -2.10 0.01 2.26 -0.65
C -5.10 -1.18 1.82 0.64
C -4.72 -2.09 2.81 -0.65
C -5.68 -2.68 3.61 -0.99
C -7.02 -2.35 3.45 -0.66
C -7.40 -1.46 2.46 -1.11
C -6.44 -0.88 1.64 0.00
C -4.47 1.40 0.64 1.10
C -4.01 2.14 -0.44 -0.32
C -4.49 3.42 -0.67 -0.72
C -5.44 3.96 0.19 -0.86
C -5.86 3.24 1.30 -0.99
C -5.37 1.97 1.54 -0.62
H -7.25 -3.97 0.11 0.41
H -7.09 -5.81 1.73 0.41
H -4.94 -6.98 2.08 0.40
H -2.94 -6.29 0.80 0.44
H -3.12 -4.48 -0.88 0.42
H -7.97 -3.45 -1.98 0.62
H -9.99 -2.04 -1.71 0.43
H -9.75 0.41 -1.43 0.42
H -7.50 1.44 -1.44 0.46
H -5.50 0.03 -1.63 0.45
H -3.67 -2.30 2.96 0.47
H -5.38 -3.38 4.38 0.46
H -7.76 -2.80 4.09 0.41
H -8.44 -1.21 2.33 0.45
H -6.74 -0.18 0.86 0.50
H -3.25 1.72 -1.09 0.15
H -4.14 3.99 -1.51 0.48
H -5.85 4.94 -0.01 0.44
H -6.58 3.68 1.98 0.47
H -5.68 1.42 2.42 0.65
C 0.47 1.60 4.12 -0.04
C 1.37 1.89 5.35 -0.91
N 2.76 1.55 5.04 -0.19
C 3.17 2.30 3.86 -1.08
C 2.34 1.85 2.63 0.73
N 1.27 0.95 3.06 0.41
C 1.88 -0.26 3.61 0.11
C 2.85 0.12 4.76 -0.93
H 0.05 2.52 3.71 -0.38
H -0.35 0.94 4.37 0.55
H 1.06 1.31 6.22 0.27
H 1.34 2.95 5.62 0.38
H 4.24 2.15 3.70 0.33
H 3.02 3.36 4.06 0.42
H 2.96 1.31 1.91 0.24
H 1.90 2.71 2.13 -0.74
H 2.40 -0.77 2.80 -0.42
H 1.07 -0.91 3.96 0.54
H 3.89 -0.10 4.49 0.33
H 2.62 -0.43 5.68 0.34